The following is a quantum chemistry calculation of a 3-piece molecular cluster, CH5N2O overall in a non-equilibrium geometry, from OMol25.

```
9
Properties=species:S:1:pos:R:3:forces:R:3:nbo_charge:R:1
C 1.892 0.291 -0.289 -2.56 -0.89 -0.12 -0.554
N -0.455 0.015 0.336 1.76 -0.69 -2.00 -0.469
N 0.395 -0.294 -0.538 -1.64 1.49 1.91 -0.233
O -3.104 -0.551 0.055 1.25 1.30 2.15 -1.139
H 1.925 1.040 0.472 -0.22 0.90 0.30 0.170
H 2.247 -0.598 0.154 1.31 -1.04 0.20 0.184
H 2.331 0.548 -1.240 0.20 0.01 -0.16 0.173
H -3.423 -0.052 0.883 0.75 -1.15 -1.93 0.417
H -1.808 -0.399 0.168 -0.85 0.06 -0.36 0.452
```
Forces are in eV/Å.

Computed properties:
total charge = -1
LUMO level = 4.67 eV
energy = -6143.633 eV
energy above the lowest of the compared OMol25 structures with the same formula, charge and spin = 61.5 kcal per mole
2S+1 = 1